# 1
{"formula": "C6H9N2O2", "method": "the ωB97M-V functional and the def2-TZVPD basis", "de_lowest_kcal_mol": 58.7, "lumo_ev": 3.9, "fmax_ha_per_bohr": 0.1068, "smiles": "CC(C)n1[nH]c([O-])cc1=O", "homo_energy_ev": -3.78, "charge": -1, "symbols": ["C", "C", "C", "C", "C", "C", "N", "N", "O", "O", "H", "H", "H", "H", "H", "H", "H", "H", "H"], "xyz": [[-1.8147, -0.8773, 1.2856], [-0.5003, -0.7097, 1.6808], [-2.3049, 0.1750, 0.5236], [1.6610, 1.2293, -0.8146], [0.7170, -1.0607, -1.1752], [1.0668, 0.0001, -0.0845], [-1.1982, 0.8265, -0.0155], [0.0314, 0.4858, 0.6856], [0.3478, -1.1192, 2.4732], [-3.4497, 0.5582, 0.2875], [-2.2520, -1.8209, 1.5807], [0.9073, 1.8669, -1.3845], [2.0691, 1.8221, 0.0102], [2.4649, 0.9626, -1.4890], [0.1565, -1.8766, -0.6086], [1.7007, -1.4718, -1.5951], [0.0914, -0.5159, -1.9850], [1.7523, -0.2649, 0.7650], [-1.4463, 1.7907, -0.1402]], "forces_ev_per_angstrom": [[0.63, -2.42, 1.90], [1.99, 2.42, -1.33], [0.19, -0.15, -0.80], [-0.17, 0.63, 0.41], [0.20, -0.34, 0.67], [1.68, 0.65, -2.17], [0.70, -0.20, -0.41], [-4.59, 0.03, 3.02], [-0.99, -0.47, -0.63], [-0.40, 0.13, -0.19], [-0.85, 0.45, 0.22], [0.72, -1.06, 0.76], [0.07, 0.42, -0.39], [0.26, -0.08, -0.26], [0.47, 0.80, -1.33], [-1.49, 0.47, 0.35], [0.95, -1.28, 1.35], [-0.02, -0.63, -1.31], [0.67, 0.63, 0.15]], "lowdin_charge": [-0.036, -0.420, -0.578, -0.099, -0.072, -0.507, 0.062, -0.070, -0.033, -0.038, 0.092, 0.084, 0.061, 0.047, 0.080, 0.075, 0.092, 0.144, 0.116]}

=====

# 2
{"formula": "C25H23ClN2O5RuS5", "method": "the ωB97M-V functional and the def2-TZVPD basis", "de_lowest_kcal_mol": 45.1, "lumo_ev": [2.2, 2.4], "spin_multiplicity": 2, "fmax_ha_per_bohr": 0.0421, "homo_energy_ev": [-4.73, -4.77], "charge": -1, "symbols": ["Ru", "C", "C", "O", "C", "C", "C", "N", "N", "C", "O", "C", "C", "C", "C", "C", "C", "H", "H", "H", "H", "H", "H", "H", "H", "H", "H", "H", "H", "C", "C", "C", "C", "Cl", "C", "C", "C", "O", "C", "C", "O", "O", "H", "H", "H", "H", "H", "H", "H", "H", "C", "S", "C", "C", "S", "S", "C", "S", "S", "H", "H", "H"], "xyz": [[0.6432, 0.0439, 0.5672], [2.5368, 3.3561, -1.2530], [1.7551, 2.6994, -0.1477], [2.1321, 1.5216, 0.2091], [0.7462, 3.3833, 0.4717], [-0.0183, 2.8353, 1.5305], [-0.9169, 3.7322, 2.3269], [0.0528, 1.5765, 1.8701], [-0.6138, 1.2099, 3.0322], [-0.6588, -0.0659, 3.1261], [-0.2437, -0.8988, 2.2308], [-1.2315, -0.6323, 4.3853], [-1.9919, 0.1427, 5.2559], [-2.4530, -0.3973, 6.4484], [-2.1612, -1.7158, 6.7819], [-1.4356, -2.5035, 5.8975], [-0.9786, -1.9648, 4.6997], [2.8139, 2.6021, -1.9891], [3.4599, 3.7853, -0.8468], [1.9623, 4.1478, -1.7357], [0.5586, 4.4083, 0.1792], [-1.1029, 4.6551, 1.7786], [-0.4491, 3.9689, 3.2871], [-1.8558, 3.2287, 2.5400], [-2.2120, 1.1680, 4.9851], [-3.0490, 0.2101, 7.1214], [-2.4960, -2.1237, 7.7287], [-1.2312, -3.5401, 6.1388], [-0.4152, -2.5584, 3.9908], [3.2363, -2.1498, -4.3601], [1.8322, -2.5951, -4.0522], [0.7742, -2.2779, -4.8950], [-0.5142, -2.6835, -4.5896], [-1.8297, -2.2214, -5.6435], [-0.7787, -3.4259, -3.4555], [0.2739, -3.7370, -2.6063], [1.5566, -3.3124, -2.8941], [2.5670, -3.7017, -2.0507], [3.2052, -2.7724, -1.1637], [2.3214, -1.6945, -0.5584], [1.7506, -0.8726, -1.3097], [2.1982, -1.6503, 0.6914], [3.3292, -1.8504, -5.4054], [3.9496, -2.9520, -4.1557], [3.5065, -1.2912, -3.7352], [0.9530, -1.6901, -5.7879], [-1.7886, -3.7344, -3.2245], [0.1051, -4.2981, -1.6943], [4.0381, -2.2807, -1.6727], [3.5902, -3.3803, -0.3557], [-3.9628, 1.6159, 0.2425], [-3.0672, 2.9985, -0.5029], [-1.8699, 2.3399, -1.6124], [-1.1656, 1.1944, -1.6369], [-1.3902, -0.2474, -0.6619], [-0.0271, 1.0797, -2.9839], [-0.3410, 2.5839, -3.7313], [0.4101, 3.1292, -5.0943], [-1.5383, 3.4913, -2.8877], [-4.7967, 2.0898, 0.7638], [-3.3365, 1.0762, 0.9422], [-4.3372, 0.9456, -0.5291]], "forces_ev_per_angstrom": [[0.31, 1.62, 1.40], [0.27, 0.02, 0.08], [0.40, -0.13, 0.27], [-0.12, -0.67, -1.17], [-0.58, 0.26, -0.13], [0.11, 0.14, 0.18], [0.14, 0.25, 0.10], [-0.57, -1.07, -0.91], [0.29, 0.90, 0.00], [-0.42, -0.92, -0.10], [0.13, -0.32, -0.57], [0.02, -0.27, -0.12], [-0.02, 0.04, 0.07], [-0.02, 0.01, -0.02], [0.03, 0.03, -0.06], [-0.02, 0.07, -0.07], [-0.03, -0.01, 0.05], [-0.03, 0.01, -0.01], [-0.06, -0.05, -0.06], [0.03, -0.03, 0.04], [-0.12, -0.08, -0.01], [0.04, -0.03, 0.03], [-0.05, -0.02, -0.04], [-0.03, 0.02, 0.01], [0.06, -0.03, 0.04], [0.06, -0.01, -0.03], [-0.04, -0.01, -0.05], [0.04, 0.04, -0.01], [0.00, 0.00, 0.05], [-0.07, 0.06, 0.05], [0.09, 0.17, -0.19], [0.03, 0.08, -0.04], [-0.01, 0.04, 0.01], [0.06, -0.05, 0.02], [0.03, 0.00, 0.09], [-0.20, -0.04, 0.06], [0.05, 0.10, 0.05], [0.07, -0.10, 0.30], [0.11, 0.02, -0.15], [-0.01, -0.11, 0.12], [-0.70, -0.05, 0.09], [-0.15, 0.11, 0.06], [-0.01, -0.02, 0.07], [-0.04, 0.05, -0.01], [-0.03, -0.07, -0.07], [-0.01, -0.03, 0.02], [0.00, 0.02, 0.00], [0.00, 0.05, -0.05], [0.02, 0.04, -0.05], [0.11, -0.10, 0.09], [0.06, 0.01, -0.19], [0.02, 0.09, 0.16], [-0.12, 0.15, 0.11], [-0.19, -0.32, -0.42], [0.95, 0.30, 0.73], [0.02, -0.27, 0.12], [0.07, 0.06, 0.09], [0.04, 0.04, -0.04], [-0.06, 0.09, -0.03], [0.03, -0.02, -0.05], [0.01, -0.06, 0.04], [0.00, 0.00, 0.08]], "lowdin_spin": [0.905, 0.001, 0.007, 0.015, 0.000, 0.014, 0.002, -0.002, -0.008, -0.001, -0.008, -0.001, 0.000, 0.000, 0.000, 0.000, 0.000, 0.000, 0.000, 0.000, 0.000, 0.000, 0.001, 0.000, 0.000, 0.000, 0.000, 0.000, 0.000, 0.000, 0.000, 0.000, 0.000, 0.000, 0.000, 0.000, 0.000, 0.001, 0.002, 0.003, 0.008, 0.057, 0.000, 0.000, 0.000, 0.000, 0.000, 0.000, 0.000, 0.001, 0.001, 0.000, 0.001, 0.006, -0.009, 0.001, 0.000, 0.001, 0.000, 0.000, 0.000, 0.000]}

=====

# 3
{"formula": "C16H56O12", "method": "the ωB97M-V functional and the def2-TZVPD basis", "de_lowest_kcal_mol": 76.2, "lumo_ev": 0.2, "fmax_ha_per_bohr": 0.0606, "smiles": "CC(C)O.CC(C)O.CO.CO.CO.CO.CO.CO.CO.CO.CO.CO", "homo_energy_ev": -9.63, "symbols": ["C", "C", "C", "O", "H", "H", "H", "H", "H", "H", "H", "H", "C", "C", "C", "O", "H", "H", "H", "H", "H", "H", "H", "H", "C", "O", "H", "H", "H", "H", "C", "O", "H", "H", "H", "H", "C", "O", "H", "H", "H", "H", "C", "O", "H", "H", "H", "H", "C", "O", "H", "H", "H", "H", "C", "O", "H", "H", "H", "H", "C", "O", "H", "H", "H", "H", "C", "O", "H", "H", "H", "H", "C", "O", "H", "H", "H", "H", "C", "O", "H", "H", "H", "H"], "xyz": [[-1.0146, 1.1392, -0.1772], [0.3937, 0.6173, -0.1857], [0.5480, -0.7829, 0.4265], [0.7183, 0.5127, -1.5066], [-1.6099, 0.3710, -0.6708], [-1.0949, 2.1138, -0.6586], [-1.2929, 1.3671, 0.8517], [0.9914, 1.4150, 0.2554], [0.1527, -1.5254, -0.2668], [0.0548, -0.7781, 1.3985], [1.5960, -1.0493, 0.5639], [0.0741, -0.0750, -1.9080], [4.6341, -4.6924, 0.6273], [3.1353, -4.8659, 0.9917], [2.2124, -4.2439, -0.1691], [2.8730, -6.2569, 1.1532], [4.8704, -3.6328, 0.5297], [4.8884, -5.0922, -0.3544], [5.2502, -5.1220, 1.4171], [2.8936, -4.3451, 1.9182], [2.5324, -3.2229, -0.3774], [1.1811, -4.0855, 0.1462], [2.2752, -4.8803, -1.0518], [2.9868, -6.6455, 0.2828], [-0.3752, 3.6716, -2.7668], [-1.1964, 4.2400, -3.7456], [0.6721, 3.8671, -2.9968], [-0.4596, 4.0880, -1.7630], [-0.5537, 2.5979, -2.7081], [-2.0733, 3.8498, -3.7236], [-2.1582, 0.2667, -3.6121], [-1.6207, -0.8661, -3.0497], [-3.1833, 0.1618, -3.9673], [-2.1526, 1.0566, -2.8611], [-1.5431, 0.3349, -4.5094], [-1.7552, -1.5822, -3.6748], [-3.5764, -1.9150, -0.1049], [-4.1776, -2.4814, 1.0017], [-3.6875, -0.8316, -0.1504], [-2.5053, -2.1138, -0.1403], [-3.9664, -2.2417, -1.0688], [-4.1215, -3.4397, 1.0164], [1.5214, -1.9186, -4.2326], [2.7519, -2.4533, -4.6863], [1.5542, -1.9030, -3.1433], [1.3653, -0.9038, -4.5985], [0.6841, -2.5482, -4.5339], [2.6264, -2.5551, -5.6326], [-4.3732, 2.6813, 1.9890], [-3.6268, 2.9046, 0.8250], [-5.2650, 2.0741, 1.8335], [-3.7672, 2.0609, 2.6492], [-4.7670, 3.5590, 2.5014], [-2.7111, 3.0267, 1.0861], [1.0858, -1.7471, 4.4828], [1.1354, -2.7536, 5.4876], [0.2651, -2.0024, 3.8124], [0.8242, -0.8147, 4.9831], [1.9842, -1.6157, 3.8797], [0.2874, -2.9859, 5.8729], [-2.9340, -1.0347, 3.9829], [-2.3741, -0.3875, 2.8687], [-3.3917, -2.0167, 3.8632], [-2.2802, -1.1149, 4.8514], [-3.6800, -0.3126, 4.3149], [-2.8049, -0.6874, 2.0649], [2.1198, 4.0351, 0.3514], [1.4382, 3.8427, 1.5339], [1.3754, 4.0360, -0.4449], [2.6277, 4.9988, 0.3120], [2.8852, 3.2740, 0.1994], [2.0643, 3.8263, 2.2614], [3.8847, 1.0093, -3.0314], [2.8506, 1.9332, -2.5989], [4.2071, 0.3223, -2.2490], [3.5471, 0.4205, -3.8843], [4.7611, 1.5230, -3.4266], [2.1529, 1.4450, -2.1556], [-1.7004, 4.8100, 2.6006], [-1.2865, 3.7659, 1.7676], [-2.7350, 4.6420, 2.8996], [-1.0453, 5.0583, 3.4356], [-1.7086, 5.6767, 1.9396], [-0.3639, 3.9263, 1.5565]], "forces_ev_per_angstrom": [[-0.18, 0.19, 1.28], [-0.81, -0.03, 1.04], [0.25, 0.98, 0.69], [1.68, 0.12, -2.62], [-0.61, 0.24, 0.21], [0.11, -0.27, -0.39], [-0.55, -0.57, 0.07], [0.59, -0.41, 0.21], [-0.43, 0.01, 0.15], [-0.12, -0.48, 0.02], [0.11, 0.15, 0.04], [-0.14, -0.21, -0.48], [-0.75, 0.71, 0.35], [-0.08, 0.47, -2.13], [0.85, -0.11, 1.58], [-0.34, 0.39, 0.34], [0.04, 0.16, 0.25], [-0.16, -0.47, 0.07], [0.06, -0.09, -0.19], [0.10, -0.31, 0.13], [0.42, -0.10, -0.33], [-0.11, -0.62, 0.10], [-0.07, 0.17, -0.10], [0.02, -0.20, -0.07], [0.58, -0.52, 0.35], [-0.20, 0.65, -0.42], [-0.03, -0.24, -0.52], [-0.73, 0.25, 0.19], [0.38, -0.03, 0.08], [0.05, 0.00, 0.20], [-0.28, 0.65, -1.40], [0.18, -2.11, 1.73], [-0.31, -0.22, 0.24], [0.41, 0.21, -0.46], [-0.10, 1.76, -0.19], [0.16, -0.23, 0.17], [1.00, 0.18, -1.56], [-0.83, 0.15, 1.18], [-0.25, 0.06, 0.62], [0.26, -0.02, 0.07], [-0.30, -0.36, -0.04], [0.18, 0.06, -0.29], [0.03, -0.01, 0.47], [-0.20, 0.01, -0.22], [-0.01, 0.09, -0.04], [-0.07, 0.14, 0.02], [-0.17, -0.06, -0.05], [0.41, -0.13, -0.14], [-0.03, -1.03, 0.55], [-1.07, 0.10, -0.63], [-0.04, -0.09, -0.71], [0.00, 0.21, 0.57], [0.41, 0.46, 0.00], [0.41, 0.23, 0.04], [-1.84, -0.04, 0.55], [1.54, -0.54, 0.02], [0.01, 0.27, -0.39], [0.17, 0.39, -0.33], [0.25, -0.51, 0.55], [-0.15, 0.45, -0.45], [-1.12, 0.99, 0.98], [1.13, -0.52, -0.41], [0.06, 0.05, -0.63], [0.76, 0.07, -0.44], [-0.66, -0.44, 0.45], [-0.16, -0.17, 0.03], [0.81, 0.41, -1.39], [-0.64, -0.15, 1.49], [0.25, -0.25, -0.12], [0.01, 0.23, 0.05], [-0.15, -0.20, -0.32], [-0.12, -0.02, 0.14], [-0.86, 0.25, -0.20], [1.66, -0.06, -0.49], [-0.06, 0.06, 0.17], [-0.28, -0.25, 0.03], [-0.14, 0.52, 0.42], [-0.31, -0.49, -0.02], [-0.54, 1.28, -0.92], [0.15, -0.95, 0.41], [0.24, -0.12, 0.28], [0.02, -0.49, 0.20], [-0.24, 0.64, 0.35], [0.53, -0.29, -0.07]], "lowdin_charge": [-0.039, -0.484, -0.014, -0.070, 0.072, 0.069, 0.075, 0.134, 0.074, 0.069, 0.073, 0.061, -0.065, -0.441, -0.047, -0.060, 0.069, 0.076, 0.076, 0.128, 0.053, 0.062, 0.072, 0.079, -0.177, -0.097, 0.083, 0.063, 0.048, 0.074, -0.160, -0.133, 0.085, 0.072, 0.094, 0.091, -0.195, -0.096, 0.081, 0.073, 0.078, 0.092, -0.177, -0.114, 0.072, 0.078, 0.072, 0.073, -0.187, -0.124, 0.073, 0.072, 0.069, -0.002, -0.159, -0.130, 0.062, 0.076, 0.077, 0.071, -0.166, -0.124, 0.078, 0.067, 0.073, 0.043, -0.151, -0.117, 0.072, 0.087, 0.087, 0.106, -0.132, -0.142, 0.075, 0.057, 0.071, 0.010, -0.130, -0.150, 0.071, 0.085, 0.088, 0.039]}

=====

Q: What is the formula in the first record?
A: C6H9N2O2